Record 1
{
  "formula": "C4H13NSi",
  "method": "wB97M-V/def2-TZVPD",
  "total_charge": 0,
  "e_homo_ha": [-0.2590, -0.2957],
  "mol_weight_g_mol": 103.2,
  "e_above_lowest_ev": 4.483,
  "e_tot_ev": -13722.6316,
  "species": ["C", "C", "C", "C", "N", "Si", "H", "H", "H", "H", "H", "H", "H", "H", "H", "H", "H", "H", "H"],
  "positions_angstrom": [[2.3584, 0.1570, 0.4714], [-2.8052, 0.9472, 0.2512], [0.0460, -2.7633, 0.0307], [1.4087, 0.9746, -0.3910], [-1.3727, 1.3394, 0.0402], [-0.2948, 0.2657, -0.7824], [3.1102, 0.7216, 1.0681], [1.9515, -0.4561, 1.2915], [2.8687, -0.4936, -0.1377], [-3.3207, 1.7229, 0.6227], [-3.0968, 0.7325, -0.8510], [-2.9933, 0.0738, 0.7639], [0.6759, -2.3287, 0.7515], [-0.7763, -3.4501, 0.1678], [0.7710, -3.0373, -0.8500], [1.9426, 1.4235, -1.2967], [1.2615, 1.9981, 0.1388], [-0.8673, 1.7573, 0.8255], [-0.8674, 0.4156, -2.1145]],
  "forces_ev_per_a": [[-0.09, 0.88, 2.14], [2.98, -0.63, -5.17], [1.75, 0.78, -3.61], [0.62, 2.95, 0.12], [0.05, -0.77, 1.34], [-0.07, -0.64, 0.60], [-0.35, 0.23, -0.90], [-0.72, 0.16, -0.55], [1.41, -1.71, -1.33], [-2.00, 2.78, 1.21], [-0.27, 0.42, 1.81], [-0.01, -1.95, 1.47], [0.04, 0.07, 1.51], [-0.06, 0.37, 0.35], [-1.78, 0.41, 1.42], [-0.55, -1.20, 0.78], [-0.41, -1.59, -0.52], [-0.80, -0.11, 0.07], [0.24, -0.44, -0.75]],
  "mulliken_charge": [-1.12, -0.86, -0.86, -0.48, -0.24, 0.19, 0.33, 0.29, 0.34, 0.35, 0.25, 0.32, 0.22, 0.28, 0.22, 0.36, 0.29, 0.28, -0.14]
}

Record 2
{
  "formula": "C22H35HfNO3P2S",
  "method": "wB97M-V/def2-TZVPD",
  "total_charge": 2,
  "e_homo_ha": -0.4934,
  "mol_weight_g_mol": 634.0,
  "e_above_lowest_ev": 0.000,
  "e_tot_ev": -61718.4539,
  "species": ["P", "P", "C", "C", "H", "H", "H", "H", "C", "H", "H", "H", "C", "H", "H", "H", "C", "H", "H", "H", "C", "H", "H", "H", "Hf", "C", "C", "C", "C", "C", "C", "C", "C", "C", "H", "H", "H", "H", "H", "H", "H", "H", "H", "H", "H", "H", "H", "H", "H", "O", "C", "N", "S", "O", "O", "C", "C", "C", "C", "C", "C", "H", "H", "H", "H"],
  "positions_angstrom": [[0.1596, -1.9185, 0.1376], [0.0503, 1.2939, 0.1951], [-0.0621, -1.0004, -1.4370], [0.4141, 0.4533, -1.3869], [-1.1241, -1.0509, -1.7189], [0.4831, -1.5284, -2.2232], [1.4970, 0.5255, -1.5729], [-0.0646, 1.0230, -2.1877], [-1.6172, 2.0279, 0.0089], [-1.8224, 2.6234, 0.9115], [-2.3744, 1.2314, -0.0573], [-1.6702, 2.6668, -0.8845], [1.1766, 2.7074, 0.3197], [1.0587, 3.3799, -0.5417], [2.2102, 2.3343, 0.3588], [0.9852, 3.2538, 1.2543], [-0.8702, -3.4091, 0.0447], [-0.6757, -4.0466, 0.9161], [-0.6831, -3.9869, -0.8672], [-1.9268, -3.1163, 0.0756], [1.8869, -2.5476, 0.0417], [2.5958, -1.7105, 0.1314], [2.0726, -3.0784, -0.9034], [2.0648, -3.2313, 0.8856], [-0.0448, -0.3338, 2.2429], [0.6253, 1.2220, -4.4574], [-0.7060, 1.2611, -4.2969], [-1.6682, 0.5660, -5.2146], [-1.2829, -0.8795, -5.6477], [-0.6067, -1.7022, -4.5866], [0.7267, -1.7613, -4.4161], [1.7070, -0.9870, -5.2460], [1.3252, 0.4891, -5.5663], [0.2733, -2.2411, 3.3015], [1.2934, 1.8054, -3.8080], [-1.1711, 1.9357, -3.5658], [-1.8000, 1.1728, -6.1250], [-2.6518, 0.5247, -4.7270], [-2.2161, -1.3938, -5.9286], [-0.6599, -0.8337, -6.5513], [-1.2796, -2.3345, -3.9957], [1.1719, -2.5096, -3.7506], [1.8701, -1.5149, -6.1996], [2.6767, -0.9844, -4.7275], [2.2623, 1.0258, -5.7836], [0.7212, 0.5173, -6.4826], [0.9279, -1.9316, 4.1430], [0.7565, -3.0983, 2.8154], [-0.6660, -2.6070, 3.7612], [-1.8763, -0.0814, 3.4727], [-1.3526, 0.9588, 4.0507], [-0.4977, 1.7051, 3.2601], [1.0163, 1.7987, 4.0023], [1.5912, 0.4896, 3.4147], [1.6885, 3.0158, 3.6574], [0.2203, 1.6476, 5.6014], [0.7810, 1.8502, 6.8560], [-0.0039, 1.5869, 7.9905], [-1.3233, 1.1337, 7.8502], [-1.8889, 0.9315, 6.5904], [-1.1007, 1.2076, 5.4626], [1.8053, 2.2099, 6.9343], [0.4143, 1.7309, 8.9855], [-1.9072, 0.9191, 8.7438], [-2.9150, 0.5930, 6.4401]],
  "forces_ev_per_a": [[0.50, -0.53, -0.92], [0.05, 0.56, -1.26], [-0.27, -0.08, 0.16], [0.24, 0.19, 0.19], [0.20, 0.01, 0.10], [-0.25, 0.10, 0.22], [-0.24, -0.06, 0.15], [0.20, -0.22, 0.23], [-0.12, -0.18, 0.35], [0.00, -0.12, -0.35], [0.15, 0.29, -0.08], [0.07, -0.22, 0.26], [0.28, 0.08, 0.18], [0.02, -0.20, 0.24], [-0.24, 0.17, -0.07], [0.00, -0.07, -0.37], [-0.34, -0.04, 0.21], [0.01, 0.16, -0.19], [0.05, 0.21, 0.11], [0.17, -0.12, -0.07], [0.06, 0.18, 0.43], [-0.12, -0.26, -0.10], [-0.20, 0.21, 0.25], [-0.02, 0.20, -0.31], [-0.86, 0.21, 2.62], [-0.33, 0.39, 0.07], [0.66, 0.42, -0.57], [-0.40, -0.29, -0.04], [-0.27, 0.13, -0.20], [0.65, -0.34, 0.03], [-0.95, -0.39, -0.65], [0.39, 0.28, 0.01], [0.26, -0.11, -0.26], [0.18, -0.53, -0.06], [-0.42, -0.17, -0.09], [0.29, -0.25, -0.09], [-0.06, -0.13, 0.23], [0.18, 0.08, -0.12], [0.35, 0.19, -0.03], [-0.25, -0.18, 0.31], [0.36, 0.12, -0.01], [-0.25, 0.22, -0.06], [0.05, 0.13, 0.24], [-0.18, -0.05, -0.15], [-0.33, -0.18, -0.06], [0.24, 0.14, 0.30], [-0.19, -0.18, -0.23], [-0.07, 0.11, 0.30], [0.28, 0.14, -0.26], [0.44, 1.73, 0.50], [1.38, -0.78, -1.57], [0.21, -1.34, -0.54], [-2.40, 0.93, -1.46], [-0.33, 1.31, 0.76], [0.03, -1.41, 0.92], [1.06, -0.09, 1.41], [0.12, 0.01, -0.17], [-0.23, 0.02, -0.44], [0.21, 0.01, 0.08], [0.43, 0.19, -0.71], [-0.61, -0.59, 0.79], [-0.18, -0.15, 0.15], [-0.08, -0.01, -0.28], [0.10, 0.09, -0.23], [0.30, 0.07, 0.22]],
  "mulliken_charge": [0.35, 0.70, 0.23, 0.37, 0.52, -0.69, 0.52, -1.00, -1.39, 0.44, 0.42, 0.45, -1.42, 0.45, 0.40, 0.44, -1.22, 0.40, 0.40, 0.39, -1.27, 0.42, 0.43, 0.42, 1.62, -0.13, -0.33, -0.97, -0.85, -0.24, -0.57, -0.94, -0.97, -1.64, 0.53, 0.54, 0.30, 0.38, 0.45, 0.35, 0.47, 0.80, 0.31, 0.36, 0.46, 0.38, 0.44, 0.40, 0.40, -0.70, 0.69, -0.40, 0.98, -0.68, -0.53, 0.31, -0.68, -0.59, -0.52, -0.67, 0.66, 0.49, 0.43, 0.42, 0.49]
}

Record 3
{
  "formula": "C11H22N3",
  "method": "wB97M-V/def2-TZVPD",
  "smiles": "C/C=N/C(C)=C(/C)[C@H](/C=N/C)[NH2+]CC",
  "total_charge": 1,
  "e_homo_ha": -0.4460,
  "mol_weight_g_mol": 196.3,
  "e_above_lowest_ev": 2.643,
  "e_tot_ev": -16223.6839,
  "species": ["C", "C", "N", "C", "C", "C", "C", "C", "C", "N", "C", "N", "C", "C", "H", "H", "H", "H", "H", "H", "H", "H", "H", "H", "H", "H", "H", "H", "H", "H", "H", "H", "H", "H", "H", "H"],
  "positions_angstrom": [[-0.6176, -3.2956, -0.1908], [-1.3799, -2.1591, -0.6694], [-1.1833, -1.0084, -0.1888], [-1.6890, 0.2041, -0.6377], [-3.1456, 0.3382, -0.9341], [-0.7654, 1.1986, -0.7259], [-1.0362, 2.5239, -1.3055], [0.7957, 0.9250, -0.2924], [2.1510, 0.0964, -0.9893], [2.8809, -0.5841, -0.2883], [4.0465, -1.2594, -0.5140], [0.7372, 0.2093, 0.9776], [0.5969, 1.0481, 2.2373], [-0.7788, 1.4490, 2.3490], [-0.8061, -4.1856, -0.7810], [-0.6390, -3.7498, 0.8269], [0.4909, -3.0428, -0.2160], [-2.2531, -2.2579, -1.3255], [-3.6946, -0.5697, -0.6123], [-3.1855, 0.1521, -2.1151], [-3.5630, 1.3112, -0.7532], [-2.0944, 2.6453, -1.4076], [-0.7906, 2.7023, -2.2756], [-0.7137, 3.2816, -0.5839], [1.2228, 1.9419, -0.0638], [2.1937, 0.2985, -2.0882], [4.5171, -1.1563, 0.5749], [4.0305, -2.3983, -0.8038], [4.6558, -0.7217, -1.1837], [1.6464, -0.3560, 0.9997], [-0.2442, -0.4678, 0.7769], [0.9882, 0.4875, 2.9986], [1.1313, 1.9349, 2.1720], [-1.0217, 2.1121, 3.1629], [-1.1938, 1.8684, 1.4118], [-1.2898, 0.4845, 2.4584]],
  "forces_ev_per_a": [[2.63, -1.94, 0.54], [-2.00, 0.75, 1.02], [0.96, 0.07, 0.40], [0.45, 1.43, 0.08], [0.39, -2.01, -3.58], [2.14, -2.18, -1.27], [-1.52, 0.08, 3.16], [0.52, 0.26, 0.59], [-3.24, 2.25, -2.86], [-3.56, 0.24, 1.56], [3.14, -2.45, 2.76], [-0.30, -0.56, 1.56], [0.45, -0.02, -2.98], [-3.09, -0.78, -0.21], [0.21, 0.05, -0.51], [-1.00, 1.14, -0.18], [-1.16, -0.28, -0.47], [0.54, -0.43, -0.43], [0.01, 1.03, 0.53], [-0.20, 0.74, 2.13], [-0.39, 0.05, 0.37], [-0.95, 0.14, 0.40], [1.88, 0.39, -2.68], [0.24, 0.28, -0.55], [-0.34, -0.81, -0.52], [0.48, -0.20, 0.72], [-0.06, -0.88, -2.50], [-0.52, 2.29, 0.62], [1.03, 0.35, -1.09], [-1.09, 0.37, 0.21], [2.05, 0.10, 0.09], [0.65, -1.45, 2.14], [1.92, 1.43, -0.50], [0.08, 0.07, 0.37], [0.49, 0.08, 0.70], [-0.83, 0.39, 0.36]],
  "mulliken_charge": [-1.09, 0.10, -0.12, 0.85, -1.63, 0.00, -1.79, -0.21, -0.34, -0.16, -0.88, -0.12, -0.61, -0.96, 0.34, 0.30, 0.17, 0.42, 0.38, 0.33, 0.49, 0.37, 0.42, 0.40, 0.43, 0.41, 0.31, 0.28, 0.35, 0.37, 0.37, 0.51, 0.39, 0.45, 0.17, 0.29]
}